The molecule C4H10N2O in a non-equilibrium geometry. Source: the OMol25 dataset; level of theory: wB97M-V/def2-TZVPD.

Output
Electronic energy ... -9333.3858 eV
Structure (SMILES) ... C=NNCCCO
Lowest unoccupied orbital energy ... 0.9 eV
ΔE to the lowest compared entry with this formula, charge and spin ... 5.6017 eV
Gap between HOMO and LUMO ... 9.59 eV

Atoms and positions in Å:
C: 2.67016 -0.19267 1.06935
N: 1.66808 0.17401 0.27599
N: 0.48313 -0.20384 0.59911
C: -0.27338 -0.98292 -0.32431
C: -0.67017 -0.06457 -1.43026
C: -1.87010 0.78354 -0.65813
O: -1.34260 1.93271 0.20197
H: 3.92876 -0.13233 0.88151
H: 2.52317 -0.31068 2.18349
H: 0.39594 -0.54806 1.59510
H: 0.20009 -2.00939 -0.48752
H: -1.07158 -1.36968 0.19970
H: -1.12628 -0.63086 -2.20814
H: 0.06115 0.63707 -1.67227
H: -2.39128 0.12110 0.15036
H: -2.51987 1.32427 -1.24343
H: -0.66521 1.47233 0.86747

Here are the natural (NBO) charges for atoms 1 to 8, given in e: -0.197 -0.215 -0.437 -0.212 -0.438 -0.049 -0.762 0.201

***

A structure of composition CH7N4P2 in a non-equilibrium geometry. Source: the OMol25 dataset; level of theory: wB97M-V/def2-TZVPD.

Output
Electronic energy ... -25679.6911 eV
Lowest unoccupied orbital energy ... -3.9 eV
ΔE to the lowest compared entry with this formula, charge and spin ... 2.6562 eV
Gap between HOMO and LUMO ... 9.17 eV
Net charge ... +1

Atoms and positions in Å:
C: -1.89119 -0.01577 -0.01999
N: -0.15967 -0.08077 0.79336
N: -2.12421 -0.60929 -1.12899
N: 2.41210 0.07739 0.57867
N: -2.65031 0.57270 0.87480
P: 0.99988 -0.00590 -0.25658
P: 3.89027 -0.03520 -0.26557
H: -1.21526 -1.02200 -1.50188
H: -3.01523 -0.80301 -1.46622
H: 2.50048 -0.29802 1.50196
H: -2.23813 0.73162 1.85088
H: -3.66804 0.60030 0.94274
H: 3.10699 -0.38607 -1.34784
H: 4.05232 1.27401 -0.55535

Here are the natural (NBO) charges for atoms 1 to 8, given in e: 0.720 -0.951 -0.747 -1.231 -0.767 1.248 0.616 0.455

***

The ion C8H7F13NO2P2 with charge +1 in a non-equilibrium geometry. Source: the OMol25 dataset; level of theory: wB97M-V/def2-TZVPD.

Output
Electronic energy ... -67890.6435 eV
Lowest unoccupied orbital energy ... -4.2 eV
Gap between HOMO and LUMO ... 7.89 eV
Net charge ... +1

Atoms and positions in Å:
N: 0.73375 0.09608 2.76306
P: -0.62369 -0.25856 2.15345
O: -1.88688 0.43646 2.80311
O: -0.99264 -1.79346 2.13310
P: -0.59094 0.34863 -0.01019
C: 1.03338 -0.09553 -0.62245
C: 1.34368 -1.62682 -0.61001
C: 2.79895 -1.74907 -0.32313
F: 3.58614 -0.99271 -1.13698
C: 3.38308 -2.43440 0.69199
F: 4.10302 -1.90237 1.64391
F: 3.28442 -3.73023 0.84519
C: -2.01892 -0.54720 -0.86123
F: -1.59722 -1.79631 -1.11521
F: -3.02848 -0.61571 0.03323
C: -2.54865 0.09152 -2.19021
F: -1.54668 0.69835 -2.82505
F: -3.54071 0.92038 -1.93115
F: -3.01136 -0.88354 -2.95667
C: -0.78378 2.23901 -0.01420
F: -2.00711 2.60106 -0.42804
F: -0.64426 2.63714 1.26894
C: 0.28782 3.01545 -0.84188
F: 1.47544 2.92055 -0.26143
F: 0.33734 2.56117 -2.09212
F: -0.08931 4.28384 -0.85846
H: 0.60669 0.76493 3.52088
H: -2.61058 0.61999 2.18387
H: -0.19198 -2.34181 2.10141
H: 1.76748 0.41073 0.01262
H: 1.19053 0.29795 -1.62711
H: 1.03685 -2.02590 -1.58143
H: 0.74461 -2.14962 0.13217

Here are the natural (NBO) charges for atoms 1 to 8, given in e: -1.292 2.066 -0.944 -0.958 0.903 -0.763 -0.438 0.153